Entry 1:
{
  "formula": "C21H42AsBeN2Si4",
  "method": "ωB97M-V/def2-TZVPD",
  "species": ["H", "Be", "H", "H", "H", "H", "Si", "H", "H", "C", "C", "H", "C", "H", "H", "Si", "H", "H", "As", "C", "Si", "H", "H", "H", "C", "C", "H", "H", "N", "H", "H", "H", "H", "C", "N", "H", "H", "H", "C", "C", "H", "C", "H", "H", "H", "C", "H", "H", "H", "C", "H", "H", "C", "C", "C", "H", "C", "H", "H", "H", "C", "H", "C", "Si", "C", "H", "C", "H", "H", "H", "C"],
  "positions_angstrom": [[2.572, -0.261, -4.950], [-0.277, 0.185, 0.060], [-1.554, -4.221, -0.481], [-1.331, 2.134, 3.185], [-0.018, 2.764, -3.829], [-4.469, 2.808, -2.027], [3.306, -1.201, -0.180], [-3.902, -3.716, 0.920], [4.903, 0.812, -0.232], [-2.542, 3.123, -1.009], [-1.677, -1.845, 2.720], [-4.186, 4.444, -1.042], [-1.668, 3.836, -0.136], [-2.655, 1.265, 2.343], [4.832, 0.152, 1.383], [1.731, 1.105, -2.896], [0.086, -3.710, -0.434], [-1.588, 4.916, -0.030], [1.178, -0.620, -1.244], [0.500, 3.142, 1.218], [-0.770, -0.313, 2.280], [3.960, 0.081, -3.829], [-1.337, -2.043, 4.867], [-0.787, -3.404, -1.937], [2.952, 0.474, -4.217], [2.860, -2.518, 1.101], [4.974, -2.649, -1.117], [-3.742, -2.164, -1.101], [-2.106, 1.864, -1.087], [-3.446, 4.196, -2.634], [1.844, -2.952, 1.251], [-0.828, 1.231, -3.751], [3.511, 1.119, 0.855], [2.434, 2.490, -1.895], [-0.988, 1.635, -0.220], [-2.535, 1.119, -1.639], [1.544, 2.839, -1.356], [-3.647, -0.452, -0.643], [0.182, 1.687, -3.876], [4.202, 0.365, 0.508], [3.079, -2.045, 2.105], [-0.889, -3.391, -0.804], [2.708, 3.348, -2.549], [3.481, -3.428, 0.942], [0.360, 4.087, 1.736], [-3.044, -1.255, -1.084], [0.844, 0.185, 3.993], [1.261, -1.453, 3.296], [-2.846, -0.941, -2.146], [-2.310, -2.462, 1.600], [-4.234, -4.735, 3.265], [4.850, -1.127, -2.046], [-3.532, -3.943, 3.074], [-0.674, 2.888, 0.262], [-3.767, 3.651, -1.732], [3.643, -2.470, -2.306], [-1.904, -2.366, 3.988], [3.269, 2.307, -1.163], [1.474, 3.158, 0.771], [0.497, 2.367, 1.996], [4.289, -1.943, -1.568], [-2.732, -4.004, 5.061], [0.938, -0.398, 3.066], [-1.574, -1.791, -0.017], [-2.731, -3.491, 4.106], [3.167, 1.396, -4.837], [-1.779, 1.179, 2.935], [-2.144, 0.748, 3.921], [1.667, 0.083, 2.376], [0.413, 1.560, -4.946], [-3.297, -3.428, 1.807]],
  "lowdin_charge": [0.017, -0.378, 0.008, 0.007, 0.011, 0.095, 0.273, 0.102, 0.022, -0.311, -0.323, 0.091, 0.011, -0.003, 0.010, 0.251, -0.012, 0.102, 0.738, -0.027, 0.490, 0.026, 0.102, 0.030, -0.260, -0.246, 0.002, 0.021, 0.099, 0.072, 0.025, 0.016, -0.012, -0.262, -0.042, 0.122, -0.009, -0.001, -0.231, -0.245, 0.018, -0.274, 0.025, 0.019, 0.073, -0.287, 0.006, 0.024, 0.020, -0.295, 0.086, 0.007, -0.115, -0.278, -0.034, 0.032, -0.101, 0.025, 0.048, 0.047, -0.276, 0.086, -0.262, 0.434, -0.124, 0.021, -0.222, 0.026, -0.006, 0.007, -0.110],
  "e_above_lowest_kj_mol": 360.53,
  "charge": -1,
  "orbital_gap_ev": 3.7,
  "homo_energy_ev": -1.223,
  "e_tot_ev": -118190.9913
}

Entry 2:
{
  "formula": "C21H42Br2FN3O4S",
  "method": "ωB97M-V/def2-TZVPD",
  "species": ["C", "C", "C", "H", "H", "H", "C", "H", "H", "C", "C", "H", "H", "C", "H", "H", "H", "N", "O", "H", "C", "H", "N", "S", "H", "Br", "H", "C", "H", "H", "C", "H", "H", "H", "H", "H", "H", "H", "H", "C", "H", "H", "C", "H", "C", "H", "H", "H", "H", "C", "H", "H", "H", "O", "O", "C", "C", "F", "C", "C", "N", "H", "H", "O", "H", "H", "H", "H", "C", "Br", "C", "H", "H", "C"],
  "positions_angstrom": [[2.118, -2.724, 0.242], [-6.347, 2.281, 0.644], [2.165, -5.224, -0.276], [4.644, 0.662, 0.670], [1.098, -1.218, -0.904], [2.674, -1.934, 0.770], [-2.910, 1.863, -1.219], [6.412, 1.038, 1.431], [-6.514, 3.348, 2.548], [-4.426, 2.973, 2.200], [1.635, -2.156, -1.085], [1.627, -5.145, -1.215], [-4.326, 0.103, 1.360], [3.686, 3.395, 0.546], [1.393, -5.402, 0.480], [3.424, -5.145, -3.124], [-2.472, 2.522, 1.434], [4.101, -3.797, -0.936], [-5.363, 3.145, -1.304], [-4.436, 2.062, 2.808], [-7.724, 2.777, 0.095], [-3.306, 3.805, 0.580], [2.282, 3.510, 1.105], [1.454, 1.970, 1.171], [-3.193, 1.182, -2.031], [4.283, 5.314, 0.191], [2.791, -6.124, -0.326], [2.807, -1.898, -2.028], [-8.121, 2.077, -0.651], [5.848, 1.826, -0.266], [3.703, -3.148, -2.235], [0.910, -2.838, -1.542], [5.596, -3.608, -3.272], [1.253, -2.954, 0.872], [4.625, -2.379, -4.090], [-4.080, 3.776, 2.861], [-6.853, 0.137, 0.664], [-7.670, 3.772, -0.360], [4.289, 2.403, 2.577], [-5.828, 3.302, 1.693], [1.894, -4.263, -2.910], [2.958, -3.826, -4.196], [5.502, 1.472, 0.818], [-2.709, 0.148, 0.745], [3.557, -4.351, 1.505], [4.221, -5.224, 1.471], [-5.815, 4.312, 1.261], [-7.666, 1.064, 1.923], [3.767, 2.785, -0.451], [-3.925, 1.802, -0.034], [5.668, 3.560, 1.815], [-8.466, 2.852, 0.900], [-2.803, 2.872, -1.643], [-0.040, 2.278, 1.572], [1.424, 1.397, -0.286], [-3.751, 0.345, 0.472], [3.019, -3.979, 0.087], [2.062, 0.876, 2.343], [2.951, -4.156, -3.149], [4.939, -2.746, -3.105], [-5.350, 2.021, -0.454], [2.417, -1.547, -2.992], [2.730, -4.600, 2.186], [5.093, -2.985, -0.350], [4.103, -3.527, 1.988], [-1.903, 1.571, -0.888], [3.404, -1.069, -1.624], [-6.002, 0.660, 2.136], [4.795, 2.778, 1.587], [1.340, 4.470, -0.253], [-6.721, 0.961, 1.375], [-4.028, -0.374, -0.309], [5.533, -1.941, -2.659], [-3.451, 2.815, 1.042]],
  "lowdin_charge": [-0.136, -0.474, -0.043, 0.079, 0.097, 0.116, -0.043, 0.092, 0.123, -0.185, -0.183, 0.051, 0.050, -0.772, 0.087, 0.094, 0.097, -0.019, -0.031, 0.105, -0.050, 0.127, -0.619, 0.799, 0.086, 0.600, 0.092, -0.134, 0.088, 0.095, -0.472, 0.106, 0.088, 0.123, 0.082, 0.115, 0.093, 0.074, 0.111, -0.139, 0.056, 0.084, -0.123, 0.086, -0.052, 0.086, 0.123, 0.083, 0.108, -0.471, 0.100, 0.081, 0.078, -0.374, -0.378, -0.038, -0.478, -0.218, -0.049, -0.049, -0.021, 0.127, 0.086, -0.035, 0.076, 0.078, 0.116, 0.056, -0.265, 0.778, -0.051, 0.092, 0.072, -0.135],
  "orbital_gap_ev": [6.6, 7.2],
  "multiplicity": 3,
  "homo_energy_ev": [-8.931, -9.503],
  "e_tot_ev": -188746.3984
}

Entry 3:
{
  "formula": "C21H42Cl6N2OP",
  "method": "ωB97M-V/def2-TZVPD",
  "species": ["H", "P", "C", "H", "H", "C", "C", "C", "H", "C", "Cl", "C", "H", "Cl", "H", "H", "H", "H", "C", "C", "C", "H", "N", "C", "H", "H", "H", "O", "H", "H", "H", "H", "H", "H", "H", "C", "C", "H", "H", "H", "H", "H", "H", "H", "H", "C", "C", "Cl", "H", "N", "C", "H", "Cl", "C", "H", "C", "C", "H", "H", "H", "H", "H", "H", "H", "C", "H", "H", "H", "H", "Cl", "C", "Cl", "C"],
  "positions_angstrom": [[-4.415, 0.238, -2.036], [3.510, -2.038, -2.663], [-1.610, 6.221, 6.171], [-1.914, 4.554, 4.867], [-3.214, -2.083, -2.684], [2.165, 2.467, 2.798], [-3.256, -3.418, -0.971], [-1.775, -3.792, -1.088], [-1.594, -4.669, -0.468], [-0.385, -2.302, -3.859], [2.148, 1.998, 5.486], [-3.564, -2.081, -1.645], [-0.436, 4.444, 5.831], [-0.302, 7.058, 7.041], [4.824, -0.045, -2.341], [1.398, -2.072, -5.012], [1.333, -4.182, -1.875], [2.203, 3.211, 2.004], [-2.262, 3.103, 0.574], [1.114, -3.550, -2.730], [-1.395, -4.128, -2.552], [-3.525, -3.309, 0.080], [-3.052, -0.930, -0.877], [-0.753, -0.241, -0.235], [-1.182, -2.978, -0.675], [-1.340, -1.970, -4.245], [5.324, -3.143, 0.429], [-1.499, -0.296, -2.500], [-2.269, -4.014, -3.188], [3.341, 0.273, -3.245], [3.073, 1.423, -1.198], [-1.291, 0.123, 0.644], [1.237, -1.473, -2.018], [-2.990, 3.761, 0.103], [-2.160, 6.965, 5.600], [-1.083, 5.124, 5.282], [1.660, -2.135, -2.782], [-3.885, -4.203, -1.397], [2.057, 0.016, -0.975], [-3.805, 1.923, 1.470], [-4.648, -1.971, -1.687], [3.052, -2.358, -0.298], [3.426, 3.509, 4.204], [0.859, -0.596, -4.157], [-2.272, 5.793, 6.921], [3.092, 0.334, -1.113], [0.967, -1.678, -4.087], [-0.867, 4.106, 1.039], [1.194, 1.979, 2.771], [-0.306, -3.308, -3.070], [3.753, -0.240, -2.373], [3.490, -3.857, -1.107], [-0.152, 5.770, 3.902], [5.198, -2.626, -0.524], [-0.245, -1.158, 0.057], [3.765, -2.806, -1.000], [2.411, 3.125, 4.128], [5.430, -1.577, -0.348], [-3.118, 3.144, 2.549], [1.554, -4.059, -3.598], [1.712, 3.946, 4.257], [-0.044, 0.530, -0.532], [-1.067, -5.165, -2.597], [-1.923, 2.376, -0.161], [-3.981, 0.225, -1.035], [-4.774, 0.138, -0.294], [5.909, -3.070, -1.219], [3.643, 0.113, -0.202], [-3.453, 1.163, -0.867], [3.411, 1.239, 2.420], [-2.886, 2.426, 1.767], [-1.810, 1.186, 2.467], [-1.751, -0.485, -1.331]],
  "lowdin_charge": [0.098, 0.987, -0.664, 0.067, 0.107, -0.664, -0.167, -0.142, 0.118, 0.017, 0.541, -0.191, 0.065, 0.554, 0.076, 0.141, 0.133, 0.065, -0.659, -0.110, -0.089, 0.123, -0.106, -0.020, 0.095, 0.152, 0.077, 0.086, 0.130, 0.071, 0.079, -0.029, 0.088, 0.084, 0.068, -0.639, -0.459, 0.122, 0.031, 0.065, 0.124, 0.078, 0.074, 0.128, 0.075, -0.158, -0.098, 0.570, 0.033, -0.035, -0.404, 0.066, 0.543, -0.151, 0.090, -0.435, -0.660, 0.064, 0.067, 0.143, 0.004, 0.085, 0.138, 0.035, -0.035, 0.096, 0.074, 0.023, 0.064, 0.558, -0.610, 0.627, -0.468],
  "charge": 1,
  "orbital_gap_ev": 7.9,
  "homo_energy_ev": -11.169,
  "e_tot_ev": -111903.5213
}

Entry 4:
{
  "formula": "C21H42F3N4O7S",
  "method": "ωB97M-V/def2-TZVPD",
  "species": ["H", "H", "H", "H", "H", "S", "C", "H", "H", "H", "H", "N", "C", "H", "O", "H", "H", "O", "H", "C", "H", "H", "H", "C", "C", "N", "F", "C", "H", "C", "C", "H", "H", "H", "H", "C", "C", "H", "H", "C", "C", "F", "C", "H", "H", "O", "N", "H", "H", "H", "H", "C", "O", "H", "H", "H", "H", "C", "H", "C", "O", "H", "O", "O", "H", "H", "H", "C", "H", "F", "C", "C", "H", "C", "C", "H", "N", "H"],
  "positions_angstrom": [[-2.737, 8.897, 6.543], [-3.717, 7.490, 6.075], [3.003, 0.392, -3.444], [0.744, -4.327, -0.720], [-1.681, -3.244, -1.591], [0.224, -4.538, -3.698], [0.371, -2.968, -2.642], [-0.332, -5.861, -7.735], [-1.490, -4.701, -7.046], [2.328, -3.700, -1.641], [-0.819, -6.686, -10.246], [2.069, 0.393, -2.963], [-2.108, -2.031, 1.718], [3.763, 2.502, 2.434], [-1.074, -4.563, -4.569], [-0.346, -4.155, -8.292], [-1.140, -1.764, 3.601], [-1.957, 5.936, 6.952], [-0.833, -4.980, -10.803], [1.660, -4.791, -4.884], [0.715, -0.177, -0.587], [3.660, 4.199, 1.859], [-1.951, 7.743, 9.458], [-2.160, -1.792, 3.203], [-1.122, -2.375, -2.182], [-1.937, -1.867, -3.372], [1.914, -3.595, -5.772], [-3.419, -2.103, 0.981], [-3.228, -2.280, -0.083], [1.290, 3.929, 5.751], [1.617, -0.792, -2.366], [2.299, -2.274, 0.525], [4.815, 1.766, 0.072], [-4.020, -2.929, 1.370], [3.864, 2.168, -1.375], [-1.962, -5.351, -9.024], [3.163, 3.225, 1.876], [-0.583, 6.767, 8.878], [-2.642, -0.833, 3.408], [-2.138, 7.050, 7.442], [-1.307, 7.539, 8.598], [1.236, -5.879, -5.843], [1.239, 4.169, 7.236], [0.415, -2.126, 0.436], [2.146, -2.406, -3.518], [-3.171, -5.291, -8.809], [1.517, -0.784, -0.865], [4.712, 3.464, -0.502], [0.757, 5.128, 7.441], [0.694, 3.357, 7.725], [-0.621, 3.032, 5.404], [1.235, -3.402, -1.280], [2.362, 3.797, 5.162], [-2.704, -2.604, 3.691], [-0.558, 4.803, 5.120], [0.171, 3.680, 3.950], [1.497, 1.267, -3.028], [-1.426, -5.784, -10.363], [2.259, 4.196, 7.635], [1.396, -2.149, -0.244], [-1.037, -2.163, 1.129], [-2.263, -6.010, -11.032], [1.820, 2.520, 0.032], [0.132, -5.824, -2.790], [-0.762, 8.441, 8.309], [-2.819, -1.398, -3.011], [-3.925, 8.199, 7.692], [-0.960, -4.995, -7.959], [-3.957, -1.158, 1.087], [2.890, -5.262, -4.193], [-0.020, 3.857, 5.014], [-3.198, 7.976, 6.908], [-1.035, -1.459, -1.441], [2.949, 2.736, 0.468], [4.171, 2.522, -0.385], [2.194, 3.335, 2.373], [1.231, -1.900, -3.317], [-1.366, -1.202, -3.941]],
  "lowdin_charge": [0.089, 0.085, 0.144, 0.151, 0.153, 0.920, -0.393, 0.076, 0.066, 0.136, 0.086, 0.114, -0.431, 0.095, -0.317, 0.088, 0.091, 0.035, 0.085, -0.267, 0.152, 0.098, 0.091, -0.003, -0.186, -0.021, -0.002, 0.001, 0.064, -0.482, -0.141, 0.163, 0.090, 0.102, 0.058, -0.489, -0.017, 0.075, 0.096, -0.483, -0.022, 0.019, -0.018, 0.079, 0.145, 0.056, 0.095, 0.093, 0.068, 0.091, 0.089, -0.104, 0.038, 0.098, 0.072, 0.070, 0.147, -0.029, 0.086, -0.174, -0.003, 0.086, 0.015, -0.324, 0.090, 0.098, 0.089, -0.036, 0.099, 0.021, -0.021, -0.024, 0.118, -0.489, -0.025, 0.067, 0.092, 0.076],
  "charge": 1,
  "orbital_gap_ev": 5.3,
  "homo_energy_ev": -10.727,
  "e_tot_ev": -61723.6442
}